Entry from the Open Molecules 2025 dataset: the molecule C20H26FN5O3 (the ωB97M-V functional and the def2-TZVPD basis).

Each line ends with the Mulliken charge.
Cartesian coordinates (Å):
H  1.871  -4.755  -0.639  0.3731
H  -4.101  -1.683  -1.041  0.4780
H  -1.616  2.885  -2.669  0.4823
H  -0.061  0.839  -2.575  0.4719
C  -3.528  -1.045  -0.389  -0.7410
H  1.787  -3.635  -2.019  0.2859
C  -6.288  -1.143  0.207  -0.8330
N  0.599  1.260  -0.655  0.2789
C  2.044  3.127  0.080  -0.8455
C  -2.167  -0.929  -0.608  0.5140
H  1.884  -3.139  3.064  0.3657
H  0.824  1.892  1.314  0.6649
H  0.711  2.420  -2.356  0.4385
C  -3.275  0.454  1.468  -1.1282
O  -0.542  4.112  1.289  -0.6975
H  -2.120  1.618  -1.533  0.1089
H  2.655  1.102  -1.203  0.3639
C  -0.422  3.325  0.371  -0.5057
C  4.338  0.165  -0.381  -1.1917
O  -5.416  -0.351  0.979  -0.4348
H  0.498  -3.637  -0.796  0.3057
C  1.692  -3.471  2.048  -1.6048
C  3.253  2.239  0.357  0.3384
C  -4.099  -0.336  0.662  0.8278
H  2.037  -4.500  1.946  0.3786
C  3.197  -1.478  1.288  -0.7294
N  -1.284  3.328  -0.668  -0.0469
H  -1.314  1.151  1.874  0.5561
H  -6.304  -0.820  -0.839  0.3328
C  -1.345  2.367  -1.744  -0.4613
C  -1.327  -0.142  0.166  0.0492
C  1.572  -3.756  -0.960  -0.9483
O  3.984  2.396  1.312  -0.6915
H  5.028  0.447  0.417  0.5119
H  0.731  -0.244  0.745  0.2237
H  -6.018  -2.202  0.258  0.3297
N  3.004  -1.831  -0.916  -1.0017
H  2.063  3.967  0.774  0.4673
H  0.616  -3.456  1.872  0.2953
F  -1.646  -1.636  -1.643  -0.4042
C  0.023  1.697  -1.905  -0.9090
C  0.146  -0.024  -0.153  -1.3385
N  3.432  1.283  -0.581  -0.1924
C  0.738  2.330  0.315  0.2095
C  3.557  -1.049  0.000  0.6644
H  3.490  -1.038  2.219  0.4857
H  4.885  -0.018  -1.309  0.3572
N  2.310  -2.753  -0.251  0.9112
H  -2.054  3.977  -0.581  0.2744
C  -1.922  0.539  1.227  0.2867
H  0.407  -0.766  -0.914  0.4480
C  2.393  -2.581  1.089  0.5757
H  -3.725  0.992  2.287  0.4674
H  -7.275  -1.002  0.642  0.2358
H  2.082  3.504  -0.942  0.3468

Values from the calculation:
Orbital gap in eV: 8.9566
F_max in eV/Å: 0.91
E in eV: -37473.115
LUMO in eV: 0.51
HOMO energy in eV: -8.447
SMILES: COc1ccc(CN2CCNC(=O)[C@@H]2CC(=O)NCc2cc(C)n(C)n2)c(F)c1
Energy relative to the best compared isomer or geometry (same formula, charge and spin) in eV: 0.000

***

Entry from the Open Molecules 2025 dataset: the molecule C20H26FN7 in a non-equilibrium geometry (the ωB97M-V functional and the def2-TZVPD basis).

Each line ends with the Mulliken charge.
Cartesian coordinates (Å):
C  2.363  -1.994  3.067  0.3960
C  2.514  -0.535  5.443  -0.3424
H  -0.217  3.953  -5.215  0.2859
H  -2.794  -2.527  0.963  0.3196
C  -1.279  2.721  -2.846  -0.0901
C  -1.192  4.340  -5.497  -1.2849
H  -0.370  3.311  -3.010  0.4108
C  -2.815  -1.884  0.083  -0.5340
H  -3.977  2.251  -2.803  0.3232
H  -4.295  3.967  -3.117  0.4432
C  -3.020  3.552  -1.367  -0.7689
H  -3.705  3.227  -0.587  0.4416
H  3.720  0.838  4.329  0.3924
H  1.288  -2.096  6.282  0.4344
C  2.269  -2.782  1.783  -1.1308
N  1.976  -1.926  0.669  0.7444
H  -2.843  4.623  -1.253  0.2910
C  -3.711  -0.670  0.315  -0.9328
H  -1.863  1.768  -0.983  -0.3106
C  1.061  -0.689  -0.870  1.0751
H  -3.708  -0.035  -0.567  0.0727
C  1.731  -2.427  4.225  0.3758
N  -0.452  -2.017  0.506  -0.5824
H  -3.351  -0.090  1.162  0.3213
H  2.571  0.031  6.360  0.3746
C  -1.408  -1.479  -0.234  0.0951
H  -1.887  0.662  -3.114  0.3208
N  2.408  -0.522  -0.902  -0.4597
C  0.766  -1.602  0.161  1.1091
N  2.927  -1.249  0.003  -0.9353
F  1.036  -3.585  4.204  -0.3286
N  0.096  0.673  -2.606  -0.0402
H  -4.730  -0.987  0.519  0.4055
C  -3.544  3.256  -2.775  -0.7676
H  3.585  -0.458  2.236  0.4726
H  -0.944  3.257  -0.741  0.3621
H  -1.051  5.287  -6.011  0.4506
H  -3.202  -2.459  -0.762  0.2533
H  1.029  1.012  -2.783  0.2750
C  -1.703  2.778  -1.358  -0.1101
N  -1.258  -0.609  -1.232  -0.4150
H  -1.602  5.252  -3.582  0.3028
C  3.157  -0.082  4.303  -0.7288
C  -2.082  4.539  -4.273  -0.3530
H  -3.029  4.974  -4.600  0.4042
C  3.083  -0.807  3.127  -0.1784
C  -0.047  -0.184  -1.588  -0.5763
H  1.471  -3.525  1.852  0.4444
H  3.224  -3.279  1.582  0.2816
C  1.797  -1.717  5.409  -0.5867
H  -1.659  3.634  -6.178  0.3025
N  -2.376  3.265  -3.643  0.1312
C  -1.007  1.276  -3.306  -1.0775
H  -0.798  1.280  -4.379  0.2216

Values from the calculation:
Orbital gap in eV: 9.1786
F_max in eV/Å: 1.57
E in eV: -34310.444
LUMO in eV: 0.76
HOMO energy in eV: -8.422
SMILES: CCc1nc(NC[C@@H]2CCCN2CC)c2nnn(Cc3ccccc3F)c2n1
Energy relative to the best compared isomer or geometry (same formula, charge and spin) in eV: 0.017

***

Entry from the Open Molecules 2025 dataset: a structure of composition C20H26MnN7S2Si in a non-equilibrium geometry (the ωB97M-V functional and the def2-TZVPD basis).

Each line ends with the Mulliken charge.
Cartesian coordinates (Å):
C  4.156  4.959  1.499  -1.0277
H  -5.513  -0.336  -0.540  0.4129
H  0.982  5.204  0.950  0.3033
H  -0.243  2.533  7.880  0.3504
H  1.583  -3.341  -0.135  0.4248
Mn  -0.176  -0.001  0.516  -0.1566
C  0.334  0.055  7.098  -0.7560
C  3.127  -0.189  0.180  -0.0208
H  0.482  -3.177  7.160  0.3136
N  -0.237  -2.198  -0.246  -0.0091
C  -2.544  -1.575  -0.448  0.2235
C  0.515  -3.352  -0.267  -0.2411
S  0.200  2.372  0.034  -0.4373
H  5.143  2.470  0.206  0.2693
C  -0.114  -0.397  4.431  -0.1211
C  4.071  4.849  -1.538  -1.0383
H  5.044  4.352  -1.567  0.3385
H  -0.692  1.538  4.406  0.2655
H  -3.445  1.457  -0.200  0.4921
C  4.219  1.899  0.178  -0.2308
H  0.140  3.188  6.282  0.3639
H  -2.396  -4.448  -0.787  0.1848
C  3.005  2.570  0.099  0.2724
H  -0.086  -5.472  -0.595  0.4155
N  0.379  -1.392  5.179  -0.4789
N  1.936  0.411  0.083  -0.3998
C  -0.290  -4.421  -0.497  -0.6301
H  4.324  6.040  1.504  0.3314
H  5.255  -0.004  0.292  0.3943
H  -4.375  -2.597  -0.695  0.1823
H  1.290  -2.076  8.301  0.3424
H  3.116  -1.272  0.201  0.2474
N  -1.567  -3.909  -0.604  -0.1138
C  -0.458  2.450  6.819  -1.3882
C  0.595  -1.174  6.469  1.0021
C  -3.420  0.385  -0.293  -0.3334
C  -4.451  -0.482  -0.467  -0.5508
H  0.516  0.201  8.152  0.3483
C  -1.478  -2.575  -0.445  0.3573
C  -0.148  1.074  6.331  0.8367
H  5.133  4.471  1.526  0.3292
Si  3.145  4.460  0.022  0.1691
H  3.493  4.508  -2.402  0.3305
C  1.151  -2.321  7.251  -1.1918
H  0.924  5.164  -0.810  0.3260
C  1.557  5.404  0.045  -1.0101
H  3.621  4.697  2.416  0.3080
H  2.108  -2.615  6.818  0.3095
N  -3.874  -1.737  -0.555  -0.1295
H  -1.512  2.684  6.656  0.3607
C  1.845  1.764  0.066  0.9866
H  1.801  6.471  0.012  0.3100
N  -0.351  0.811  5.025  -0.0180
C  4.307  0.509  0.227  -1.0617
H  4.238  5.924  -1.647  0.3310
S  -0.453  -0.530  2.781  0.0066
N  -2.231  -0.312  -0.297  -0.0952

Values from the calculation:
Spin multiplicity: 6
Charge: +1
Orbital gap (spin up / spin down) in eV: 6.8481 / 6.8939
F_max in eV/Å: 1.33
E in eV: -92460.053
LUMO (spin up / spin down) in eV: -2.75 / -2.79
HOMO energy (spin up / spin down) in eV: -9.599 / -9.681
Energy relative to the best compared isomer or geometry (same formula, charge and spin) in eV: 0.689

***

Entry from the Open Molecules 2025 dataset: the molecule C20H26N2O4S in a non-equilibrium geometry (the ωB97M-V functional and the def2-TZVPD basis).

Each line ends with the Mulliken charge.
Cartesian coordinates (Å):
H  -2.650  3.291  -2.432  0.4133
H  5.495  2.040  -1.201  0.3340
H  3.623  0.642  -1.647  0.4228
C  -2.527  1.859  0.643  0.6632
H  -2.184  -2.229  -1.888  0.3639
C  2.858  0.672  1.662  -0.7774
H  6.782  1.975  0.002  0.3102
N  -3.204  -1.606  -0.218  -0.0161
H  7.055  1.317  -1.617  0.3652
H  -3.531  2.234  2.466  0.3795
H  3.327  0.502  2.618  0.4046
C  0.968  -3.331  0.048  -0.6503
C  3.056  0.747  -0.736  -0.4113
C  1.529  1.010  1.571  -0.3475
H  -4.068  3.142  -1.373  0.3103
H  -1.296  -2.659  1.603  0.5737
C  -2.114  -2.344  -0.804  -1.3773
C  -0.463  1.547  0.231  -0.2544
C  1.721  1.090  -0.824  -0.7786
H  -3.322  -1.652  0.786  0.2314
C  6.321  1.442  -0.826  -1.0474
H  0.922  1.117  2.456  0.4410
H  5.396  -0.494  -1.182  0.3159
H  1.272  1.246  -1.793  0.4756
H  1.579  -1.720  1.347  -0.3205
H  0.489  -4.316  0.156  0.2806
C  -3.202  2.623  -1.775  -1.5953
H  -0.687  -0.993  1.695  0.2158
H  1.997  -3.473  -0.285  0.3878
S  -4.596  0.305  1.660  -0.1640
C  -0.745  -1.828  -0.326  1.3366
C  -2.320  2.161  -0.678  0.6128
H  -4.492  2.604  1.003  0.3889
O  -1.004  1.962  -0.935  -0.3346
C  -3.763  1.926  1.447  -1.1003
H  -0.635  -0.789  -0.655  -0.5194
H  6.677  -0.498  0.048  0.3268
O  -3.807  -0.448  -2.069  -0.7176
H  -3.539  1.766  -2.362  0.2790
O  0.301  -2.568  -0.937  -0.5384
H  -5.873  -0.782  0.003  0.4282
O  4.929  0.164  0.728  -0.4692
C  -0.568  -1.953  1.198  -0.6688
H  -5.403  0.838  -0.545  0.2900
C  5.836  0.075  -0.353  -0.4201
C  -5.047  -0.070  -0.061  -0.7352
C  -3.937  -0.704  -0.889  0.6696
C  0.942  1.223  0.322  0.6453
H  -2.213  -3.404  -0.549  0.3493
N  -1.335  1.472  1.194  -0.4131
H  0.968  -3.137  2.228  0.4613
C  3.641  0.531  0.510  1.0019
C  0.843  -2.524  1.338  -0.0221

Values from the calculation:
Orbital gap in eV: 8.5810
F_max in eV/Å: 1.22
E in eV: -43168.132
LUMO in eV: 0.72
HOMO energy in eV: -7.859
SMILES: CCOc1ccc(-c2nc(CSCC(=O)NC[C@H]3CCCO3)c(C)o2)cc1
Energy relative to the best compared isomer or geometry (same formula, charge and spin) in eV: 1.906

***

Entry from the Open Molecules 2025 dataset: the molecule C20H26N2O5S2 in a non-equilibrium geometry (the ωB97M-V functional and the def2-TZVPD basis).

Each line ends with the Mulliken charge.
Cartesian coordinates (Å):
C  -5.483  -0.798  0.535  -0.5182
O  2.978  -2.860  -0.857  -0.7559
H  -3.643  1.847  1.735  0.3466
C  2.716  0.610  2.738  -0.7479
H  3.384  3.732  -0.832  0.4106
C  2.028  -1.169  -3.018  -0.8780
H  4.841  -1.263  0.122  0.4783
H  -5.358  -2.917  0.878  0.4077
C  -0.187  0.215  -1.367  -0.1027
C  1.718  1.586  -0.796  0.5622
H  -1.436  -1.269  0.467  -0.2550
H  1.016  -1.444  -3.330  0.3501
C  4.097  0.732  2.758  -0.4719
H  -6.560  -0.983  0.491  0.4436
H  -0.613  -0.690  -1.770  0.4551
S  -2.777  0.838  -0.752  1.6103
C  -5.270  0.495  1.323  -0.6623
H  -5.136  -0.650  -0.488  0.1851
H  -3.436  -2.184  -0.549  0.2645
O  -3.100  -0.142  -1.751  -0.6952
C  -3.373  -2.209  0.539  -0.5892
C  -2.384  -1.137  0.996  -0.4671
H  -3.581  0.355  2.688  0.5362
H  2.113  1.132  3.466  0.4304
N  -2.822  0.226  0.789  0.3131
C  3.665  2.842  -0.260  -1.1106
H  -1.203  3.104  0.027  0.5277
C  2.108  -0.184  1.778  -0.1455
S  2.114  -1.801  -0.433  1.3208
O  0.783  -2.140  -0.004  -0.6061
H  2.427  -0.419  -3.702  0.3109
H  -2.970  -3.180  0.836  0.5246
H  -4.727  -1.951  2.209  0.3370
C  -0.519  2.361  -0.349  -1.1338
H  -5.631  1.322  0.711  0.3510
H  4.569  1.351  3.507  0.4053
C  2.896  -0.841  0.854  0.0653
H  3.406  2.983  0.793  0.4061
H  5.950  0.161  1.851  0.4261
C  4.876  0.063  1.827  -0.6504
H  4.738  2.682  -0.347  0.2471
H  1.037  -0.307  1.735  0.5646
C  -1.028  1.190  -0.870  -0.6057
C  0.850  2.570  -0.328  -0.7332
O  -3.505  2.074  -0.750  -0.7927
N  2.081  -0.646  -1.669  0.4550
C  -3.804  0.767  1.700  -0.8934
C  4.272  -0.727  0.863  -0.4167
H  -5.859  0.471  2.243  0.3938
C  1.185  0.392  -1.320  -0.0228
C  -4.775  -2.025  1.120  -0.9627
H  -2.185  -1.250  2.068  0.6272
H  2.660  -2.053  -3.032  0.3499
O  3.070  1.679  -0.787  -0.3566
H  1.235  3.496  0.068  0.4671

Values from the calculation:
Orbital gap in eV: 9.2034
F_max in eV/Å: 1.11
E in eV: -56048.951
LUMO in eV: 0.41
HOMO energy in eV: -8.791
SMILES: COc1ccc(S(=O)(=O)N2CCCCCC2)cc1N(C)S(=O)(=O)c1ccccc1
Energy relative to the best compared isomer or geometry (same formula, charge and spin) in eV: 0.771

***

Entry from the Open Molecules 2025 dataset: the molecule C20H26N4O (the ωB97M-V functional and the def2-TZVPD basis).

Each line ends with the Mulliken charge.
Cartesian coordinates (Å):
C  -4.271  -0.378  -0.997  0.7774
H  -5.740  1.004  -0.226  0.3787
C  -5.160  -1.011  -2.021  -1.3213
H  -3.356  2.524  2.315  0.3346
H  -0.875  -3.377  0.611  0.4374
H  0.390  -1.418  -1.360  0.0483
H  1.190  -0.988  2.655  0.4453
C  2.001  1.406  -1.400  -0.2476
H  0.408  -3.737  -0.562  0.5017
H  -4.545  3.127  1.144  0.3185
C  3.275  1.258  -0.866  0.5306
H  4.958  -0.307  0.795  0.5006
O  2.740  -3.003  -0.530  -0.6898
H  4.752  2.151  0.402  0.3855
H  3.596  -0.565  -1.930  0.4036
C  3.757  2.243  -0.011  -0.1687
C  1.045  -2.506  1.090  0.7930
H  1.617  0.655  -2.076  0.2985
C  -0.020  -0.212  1.031  0.8747
C  -2.224  -0.268  -0.010  0.1471
H  4.812  -1.760  -0.227  0.4211
H  -5.026  1.925  2.339  0.3068
C  4.100  0.041  -1.176  -1.2068
H  2.699  -0.500  1.361  0.3977
N  -3.029  -0.828  -0.922  -0.3342
H  0.229  2.598  -1.500  0.4018
H  -6.051  -1.416  -1.546  0.3221
H  -4.625  -1.808  -2.529  0.3371
C  2.980  3.342  0.310  -0.6531
H  -5.475  -0.267  -2.751  0.2970
H  3.369  4.099  0.975  0.4050
H  0.820  0.255  0.502  -0.9141
H  1.275  -3.347  1.758  0.3612
C  -0.465  -1.781  -0.777  -0.5700
H  -1.267  -2.072  -1.455  0.4933
C  -4.208  2.254  1.700  -1.3344
H  5.076  0.336  -1.568  0.4336
N  -2.580  0.711  0.833  -0.2716
H  -0.385  -1.747  2.479  0.4900
C  4.326  -0.829  0.073  -1.0365
C  1.707  3.473  -0.221  -0.5377
C  -4.728  0.638  -0.164  -0.7848
C  1.221  2.505  -1.082  -0.3941
N  3.088  -1.180  0.731  -0.0671
C  0.471  -1.357  1.922  -1.9387
H  1.099  4.328  0.033  0.4011
C  -0.016  -2.965  0.080  -1.1831
C  2.353  -2.243  0.335  0.0339
N  -0.955  -0.711  0.055  0.1955
H  -0.531  0.548  1.622  0.4200
C  -3.822  1.159  0.754  0.7607

Values from the calculation:
Orbital gap in eV: 8.6839
F_max in eV/Å: 0.59
E in eV: -29171.860
LUMO in eV: 0.77
HOMO energy in eV: -7.914
SMILES: Cc1cc(C)nc(N2CCC(C(=O)NCCc3ccccc3)CC2)n1
Energy relative to the best compared isomer or geometry (same formula, charge and spin) in eV: 0.000